Record 1
104
Properties=species:S:1:pos:R:3:forces:R:3:mulliken_charge:R:1 method="wB97M-V/def2-TZVPD" total_charge=+3 homo_ev=-14.6 molar_mass_g_mol=717.67 orbital_gap_ev=9.0
C -5.49887 1.32009 5.05132 -2.00 -0.08 -0.21 -1.54
C -4.97348 1.66487 6.38792 0.12 0.27 0.48 0.34
C -4.38080 3.06290 6.44531 0.39 0.86 0.77 -0.60
O -3.29243 3.02900 5.57209 0.73 0.39 0.77 -0.23
C -2.54741 4.26207 5.59560 0.99 -0.26 -0.57 -0.76
N -6.02784 1.54689 7.47418 0.51 0.43 0.56 -0.27
H -6.35717 0.60954 7.49596 -0.20 -1.39 0.19 0.37
H -5.64618 1.76927 8.42103 -0.38 -0.02 -0.84 0.38
H -6.88145 2.07064 7.30457 0.02 0.72 -0.10 0.36
H -6.08300 0.37749 4.94554 0.61 0.54 0.27 0.39
H -4.72035 1.36666 4.34385 1.16 -0.35 -0.71 0.41
H -6.11728 2.14925 4.76725 -0.88 0.34 -0.45 0.40
H -4.23118 0.92818 6.62001 0.65 -0.19 0.70 0.19
H -4.08971 3.31712 7.52066 -0.06 -0.32 -1.08 0.33
H -5.05847 3.89307 6.11948 -0.12 -0.76 0.24 0.38
H -3.20646 5.04278 5.23077 0.01 0.41 0.12 0.35
H -1.71010 4.14004 4.87204 -0.72 -0.01 0.44 0.21
H -2.06281 4.54739 6.56683 -0.83 -0.55 -0.51 0.30
C 0.73604 4.47999 -0.18454 -0.82 0.82 -1.48 -1.65
C -0.03674 3.38953 -0.93095 0.31 -1.54 1.59 0.56
C -0.41353 3.71483 -2.33585 0.75 1.96 0.34 -0.90
O -0.64466 2.58279 -3.03549 -1.91 -1.94 -0.45 -0.23
C -1.46779 2.89435 -4.15948 -0.60 -0.24 -0.13 -0.88
N 0.73077 2.10026 -0.93566 -1.45 -1.82 -0.38 0.54
H 0.15373 1.36759 -1.46287 0.59 1.06 1.02 0.18
H 1.59954 2.02443 -1.40768 1.58 0.53 -0.73 0.00
H 0.83025 1.76768 0.02976 -0.04 -0.31 0.11 0.17
H 1.39692 5.07508 -0.84228 -0.14 -0.62 0.14 0.34
H 1.27299 4.13827 0.65409 0.71 -0.71 0.95 0.49
H 0.03256 5.20238 0.19583 -0.41 0.27 0.17 0.43
H -0.92602 2.96396 -0.33945 0.77 1.45 -0.84 0.31
H 0.30166 4.31192 -2.92430 0.47 0.17 0.66 0.42
H -1.25834 4.37320 -2.20860 -0.83 0.21 -0.32 0.51
H -0.75194 3.28183 -4.87238 -0.48 0.37 -0.76 0.39
H -2.27118 3.60901 -3.87987 0.71 -0.09 -0.20 0.35
H -2.03109 2.03000 -4.55372 0.81 0.05 0.32 0.19
C 4.19007 -2.76701 -4.69181 -1.68 -0.37 -2.81 -1.38
C 3.12765 -1.79452 -5.31062 1.45 0.80 -0.26 -0.02
C 1.71989 -1.78411 -4.73927 0.08 -1.75 -0.12 -0.44
O 1.06698 -0.67017 -5.24913 -0.64 0.30 -0.04 -0.43
C -0.30146 -0.63381 -4.82834 -0.58 -0.55 0.11 -0.30
N 3.68517 -0.32746 -5.09407 -1.63 -1.69 -0.64 -0.09
H 3.96651 -0.24959 -4.13826 0.52 0.32 0.83 0.10
H 4.46144 -0.18805 -5.72940 0.02 0.49 0.04 0.38
H 2.86699 0.29273 -5.23325 0.60 0.08 -0.17 0.37
H 3.83528 -3.78204 -4.93585 0.01 0.23 0.19 0.42
H 4.23138 -2.71942 -3.62922 0.62 0.42 0.73 0.39
H 5.09139 -2.68337 -5.33489 -0.07 0.18 1.17 0.40
H 3.13266 -1.85118 -6.42547 -0.26 -0.30 0.86 0.42
H 1.75709 -1.75535 -3.64409 -0.07 -0.06 0.02 0.27
H 1.17619 -2.74163 -5.05303 0.78 1.03 0.41 0.43
H -0.38036 -0.53690 -3.70766 0.09 -0.17 -1.14 0.05
H -0.86189 -1.56760 -5.18700 0.81 1.17 0.57 0.32
H -0.73269 0.23763 -5.32532 0.00 -0.17 0.18 0.11
C -6.28210 -7.21556 2.11216 0.46 2.05 -0.45 -1.44
C -5.22212 -7.67994 1.12757 -0.40 0.43 0.36 0.36
C -3.83897 -7.13349 1.33863 1.44 -1.03 0.09 -0.77
O -2.93887 -7.86452 0.43900 -3.32 0.43 1.36 -0.39
C -1.66271 -7.35607 0.49148 2.71 -1.61 -0.19 -0.73
N -5.19430 -9.18890 1.22864 0.69 0.31 -2.28 -0.29
H -4.33960 -9.49847 0.75558 0.28 -0.13 0.02 0.35
H -5.20790 -9.56214 2.14497 0.05 -0.23 1.48 0.33
H -5.97156 -9.59311 0.71439 -0.26 -0.07 -0.02 0.36
H -7.02106 -7.95364 2.18434 -1.35 -1.02 0.11 0.46
H -6.77518 -6.30509 1.70461 0.34 -0.54 0.48 0.35
H -5.93497 -7.00775 3.13097 0.25 -0.04 -0.32 0.37
H -5.49521 -7.40161 0.10192 -0.15 -0.62 0.16 0.36
H -3.51723 -7.24254 2.40931 -0.10 0.01 -0.78 0.33
H -3.79690 -6.08002 1.06854 -0.21 0.14 0.11 0.50
H -1.58799 -6.35712 0.83862 -0.20 1.17 0.15 0.38
H -1.28882 -7.42555 -0.54582 0.30 0.09 0.67 0.23
H -1.03236 -7.97950 1.20495 -0.49 0.63 -0.96 0.26
C 6.14802 5.48604 -0.22743 1.34 1.18 0.58 -1.51
C 6.69637 4.06206 -0.26548 -1.29 -0.93 1.17 0.14
C 5.76596 3.21373 0.61477 -0.37 -0.81 -1.47 -0.53
O 6.07066 1.83623 0.55695 0.87 0.48 -0.71 -0.38
C 5.08310 0.97672 1.11907 1.02 0.62 0.18 -0.53
N 6.54337 3.54609 -1.68753 1.93 -0.73 -0.70 -0.15
H 6.10471 2.58293 -1.86844 0.53 1.43 0.90 0.16
H 6.02956 4.28348 -2.16193 -0.21 -0.40 -0.57 0.39
H 7.51256 3.50986 -2.08703 -1.14 0.04 0.06 0.41
H 5.94505 5.83421 0.78809 -0.01 -0.55 0.21 0.38
H 5.19137 5.60735 -0.73884 0.24 -0.08 -0.36 0.50
H 6.92269 6.23831 -0.51090 -0.75 -0.56 -0.53 0.36
H 7.73598 3.94911 0.06125 -0.21 0.16 -0.33 0.39
H 4.77985 3.39433 0.16838 -0.21 -0.14 0.38 0.05
H 5.76205 3.58295 1.60385 0.18 0.48 1.31 0.62
H 5.37736 -0.05572 0.91927 -0.33 0.26 -0.34 0.23
H 4.14230 1.31060 0.73037 -0.90 -0.48 -0.28 0.09
H 5.10382 1.11068 2.18638 -0.25 0.00 0.67 0.37
B 4.06898 1.82450 -2.85709 -1.19 -0.62 -0.44 0.44
F 5.15603 0.92906 -2.74786 -0.05 0.36 0.08 -0.48
F 2.83444 1.12361 -2.75731 -0.01 -0.46 0.05 -0.34
F 4.05330 2.70042 -1.76368 0.25 0.54 -0.31 -0.32
F 4.07396 2.40430 -4.12938 0.43 0.33 0.57 -0.35
N -1.04138 -0.51000 0.03124 -0.04 0.45 -0.81 -0.25
S -0.59892 -0.27678 1.51125 -1.98 -2.33 0.21 1.05
O 0.31529 0.77649 1.60310 1.61 2.96 -0.04 -0.71
O -0.32195 -1.41672 2.28806 0.10 -0.85 0.36 -0.58
F -1.96462 0.27300 2.13978 0.50 0.23 -0.55 -0.26
S -0.65533 -1.78743 -0.80226 -2.33 -2.77 2.98 0.94
O -0.71071 -3.01487 -0.05972 -0.62 0.57 -0.17 -0.56
O 0.48079 -1.68348 -1.59492 2.31 1.53 -2.37 -0.50
F -1.89721 -1.84851 -1.79617 0.51 0.50 0.26 -0.28

Record 2
90
Properties=species:S:1:pos:R:3:forces:R:3:mulliken_charge:R:1 method="wB97M-V/def2-TZVPD" homo_ev=-9.4 molar_mass_g_mol=460.69 orbital_gap_ev=9.7 de_lowest_kj_mol=366.6 smiles=CCO.CCO.CCO.CCO.CCO.CCO.CCO.CCO.CCO.CCO
C 0.49364 -3.55617 -3.78979 -0.36 1.33 -0.01 0.00
C 0.17669 -4.88210 -4.45326 0.15 0.76 0.92 -0.50
O 1.44107 -5.40607 -4.85414 -0.78 -0.72 -1.18 -0.55
H 0.40060 -2.75289 -4.52067 0.35 0.02 -0.31 0.29
H 1.52076 -3.54554 -3.42507 -0.19 -0.09 0.04 0.08
H -0.15046 -3.17421 -2.99775 -0.19 -0.59 0.23 -0.20
H -0.51232 -4.67833 -5.27292 0.73 -0.30 -0.73 0.33
H -0.44634 -5.52989 -3.83659 0.55 -0.47 0.46 0.27
H 1.97036 -5.69042 -4.10540 -0.35 0.13 0.29 0.31
C -1.03250 1.21327 4.11377 0.76 -0.40 0.05 -0.29
C -2.12925 1.56307 3.16593 0.55 -1.32 -1.04 -0.10
O -2.46620 2.86711 3.36980 -1.62 2.78 0.87 -0.63
H -1.42824 1.16409 5.12820 0.19 -0.43 0.05 0.40
H -0.25156 1.97360 4.12636 -0.23 0.32 -0.18 -0.34
H -0.47255 0.34008 3.77895 -0.39 -0.47 0.42 0.19
H -3.02599 0.94749 3.23672 0.21 -0.45 0.04 0.54
H -1.79525 1.57269 2.12841 0.24 -0.88 -0.22 -0.14
H -3.36785 2.91435 3.69598 0.09 0.40 0.00 0.31
C 0.21712 4.56590 -0.33381 -1.79 -0.06 -0.03 -1.12
C -1.03160 4.43403 0.60463 1.15 0.20 -1.04 -0.24
O -0.54363 4.09337 1.88227 0.05 -0.03 0.01 -0.46
H 0.70562 5.51502 -0.11326 0.34 -0.32 0.06 0.35
H -0.15005 4.61086 -1.35913 0.02 0.20 -0.17 0.40
H 0.87089 3.69431 -0.30210 0.09 0.19 0.42 0.22
H -1.80217 3.74663 0.25560 0.35 -0.72 -0.15 0.26
H -1.59118 5.36923 0.58552 0.26 0.49 0.38 0.34
H -1.22593 3.58794 2.33015 -0.35 0.28 0.51 0.18
C -4.36067 -2.76585 -1.30774 0.59 -0.50 -1.16 -1.12
C -2.85914 -2.67782 -1.79809 -1.82 0.29 -0.35 -0.04
O -2.03060 -2.34976 -0.74074 0.98 -0.10 1.70 -0.47
H -4.53842 -3.28593 -0.36645 0.65 0.46 0.42 0.33
H -4.98017 -3.38932 -1.95241 0.13 0.20 -0.64 0.39
H -4.77893 -1.75968 -1.33579 -0.09 -0.11 0.38 0.19
H -2.75431 -1.82350 -2.46685 -0.26 -0.34 -0.45 0.11
H -2.42874 -3.56414 -2.26424 -0.60 -0.19 -0.36 0.28
H -1.84254 -3.19926 -0.33504 0.38 0.16 0.59 0.25
C 1.75536 -4.25660 1.25247 2.23 1.62 -0.95 -1.10
C 2.39730 -3.47898 0.00212 -0.98 0.31 2.68 -0.06
O 1.43555 -3.57422 -0.96620 -0.79 -0.75 -2.15 -0.42
H 1.68331 -5.31316 0.99442 -0.32 0.15 0.10 0.34
H 0.83094 -3.76708 1.55893 -0.08 -0.32 -0.25 0.20
H 2.48483 -4.11889 2.05059 -0.10 -0.37 0.39 0.37
H 3.41803 -3.79640 -0.21107 -0.10 -0.74 -0.47 0.34
H 2.49457 -2.39934 0.11624 0.35 0.15 1.22 0.08
H 1.34172 -2.70648 -1.36598 -0.21 0.09 -0.32 0.14
C 2.36929 0.21542 -4.86897 0.59 0.10 -0.31 -1.06
C 3.17526 -0.42908 -3.76629 -0.51 -0.59 1.15 0.24
O 3.11083 0.28394 -2.51288 0.43 0.05 -0.58 -0.59
H 2.79010 1.19401 -5.10000 -0.19 0.12 -0.02 0.31
H 1.30985 0.30365 -4.62834 0.02 0.05 0.25 0.25
H 2.42506 -0.38820 -5.77486 0.06 -0.07 -0.06 0.38
H 4.23138 -0.60200 -3.97320 0.02 0.59 -0.25 0.38
H 2.80403 -1.43647 -3.57798 -0.29 -0.22 -0.09 -0.21
H 2.18962 0.47789 -2.32484 -0.12 -0.14 -0.03 0.20
C 2.44021 0.00947 4.00399 -1.33 1.04 0.09 -0.10
C 3.48572 -1.02618 4.15022 0.47 0.12 -0.71 -0.19
O 3.68009 -1.36350 5.51476 0.09 -0.36 -0.11 -0.53
H 1.61450 -0.17832 4.69031 0.02 0.06 0.19 0.29
H 1.97627 0.07241 3.01967 0.27 -0.23 -0.28 -0.16
H 2.84591 1.00487 4.18475 -0.14 0.03 0.24 0.14
H 4.37678 -0.56000 3.72977 0.51 -0.47 0.13 0.25
H 3.24816 -1.89865 3.54157 0.04 -0.23 0.10 0.04
H 3.50537 -2.30585 5.56987 0.10 0.03 0.33 0.32
C 1.46262 3.89899 5.31426 -1.17 0.81 0.98 -0.94
C 2.10441 4.57085 4.09364 -0.63 -0.59 2.48 -0.20
O 1.98036 3.58923 3.14643 1.06 -0.74 -2.34 -0.39
H 1.30059 4.56852 6.15899 0.89 -0.03 0.54 0.42
H 1.83027 2.90640 5.57442 0.82 0.38 0.15 0.23
H 0.41002 3.65763 5.16630 -0.26 0.20 -0.95 0.23
H 3.15256 4.80211 4.28338 0.21 -0.36 -0.13 0.28
H 1.65688 5.55424 3.94957 -0.49 -0.09 -0.69 0.29
H 1.15120 3.59868 2.66270 -0.41 0.55 -0.06 0.21
C -3.32145 1.00616 -3.10878 -1.06 0.51 -1.17 -0.60
C -4.76506 1.64648 -3.17528 2.16 -0.43 0.68 -0.38
O -5.65899 0.58959 -3.09479 -1.17 -0.92 -0.06 -0.49
H -2.51356 1.72743 -2.98556 -0.17 0.06 0.35 0.38
H -3.12774 0.52923 -4.06957 -0.04 -0.06 -0.15 0.32
H -3.27918 0.18729 -2.39061 -0.13 0.44 0.36 -0.12
H -4.99405 2.16927 -4.10391 0.68 0.48 0.00 0.34
H -4.92390 2.27166 -2.29663 0.20 0.55 -0.09 0.27
H -6.49595 1.01317 -3.29897 -0.46 -0.57 0.08 0.30
C 0.40648 0.42359 0.43830 0.28 0.68 0.15 -0.18
C -0.09794 0.41097 -0.97813 -0.31 1.43 -1.34 -1.06
O 0.09562 -0.83574 -1.54353 0.27 -1.69 -0.04 0.20
H -0.24631 -0.10081 1.13614 0.05 -0.57 -0.26 0.39
H 0.52735 1.39286 0.92203 0.06 0.36 -0.40 0.18
H 1.39392 -0.02684 0.33748 0.03 -0.18 0.60 0.24
H 0.40746 1.02754 -1.72144 0.46 0.99 0.71 0.48
H -1.14214 0.64579 -1.18454 -0.37 0.45 0.85 -0.15
H -0.53370 -1.32850 -1.01179 -0.32 -1.43 -0.39 0.15